No. 1
The following is a DFT calculation (ωB97M-V with the def2-TZVPD basis set) of the ion C6H12NO with charge +1.

As for the net charge: +1. Its SMILES is C=C(C)C[C@@H]([NH3+])C=O. The calculation puts the energy above the lowest of the compared OMol25 structures with the same formula, charge and spin at 53.2 kcal/mol. For the total energy, the calculation gives -365.464524 Eh. The HOMO-LUMO gap comes out at 8.92 eV. The spin multiplicity is 1. The molar mass is 114.168 g mol⁻¹. The calculation puts the highest occupied orbital energy at -13.2 eV.

Last column: Mulliken charge in e.
Geometry (Å):
1 O -1.2143 1.5423 -2.5391  -0.48
2 C -0.9168 1.4129 -1.3021  -0.06
3 C 0.1221 0.4763 -0.7196  0.33
4 C -0.5311 -0.1537 0.4817  -1.28
5 C 0.3784 -0.5531 1.6508  0.71
6 C 0.6922 0.2749 2.7002  -0.99
7 C 0.7373 -1.9637 1.7438  -1.40
8 N 0.4637 -0.5500 -1.8370  -0.30
9 H -1.3795 2.1672 -0.5771  0.36
10 H 1.1323 0.8933 -0.2935  0.45
11 H -1.1910 -1.0647 0.1740  0.49
12 H -1.2332 0.5174 0.9355  0.48
13 H 1.3521 0.2401 3.5984  0.34
14 H 0.5442 1.3529 2.6154  0.25
15 H 1.6581 -1.9986 2.3349  0.38
16 H 0.9149 -2.5230 0.9241  0.39
17 H 0.0412 -2.6868 2.4003  0.27
18 H 0.2027 -1.5273 -1.5828  0.35
19 H 1.4646 -0.5048 -1.9531  0.37
20 H 0.0702 -0.3159 -2.7342  0.35



No. 2
The following is a DFT calculation (ωB97M-V with the def2-TZVPD basis set) of a structure of composition C23H21ClF4IN2O9S2W.

As for the net charge: -1. The calculation puts the energy above the lowest of the compared OMol25 structures with the same formula, charge and spin at 69.5 kcal/mol. For the total energy, the calculation gives -3696.456197 Eh. The HOMO-LUMO gap (alpha / beta) comes out at 6.01 / 6.01 eV. The spin multiplicity is 1. The molar mass is 955.749 g mol⁻¹. The calculation puts the highest occupied orbital energy (alpha / beta) at -4.3 / -4.3 eV.

Last column: Mulliken charge in e.
Geometry (Å):
1 W 0.6309 1.7454 1.0834  1.15
2 C 1.4036 -5.7375 -0.8398  -1.85
3 C 0.2240 -5.4161 0.0632  0.50
4 C -1.0362 -6.1214 -0.4144  -0.95
5 C -2.1847 -5.8589 0.5404  -1.06
6 C -2.3779 -4.3801 0.7302  1.29
7 C -3.6023 -3.8665 1.0907  -0.79
8 C -3.7731 -2.4964 1.2641  0.01
9 F -4.9921 -2.0546 1.6265  -0.37
10 C -2.7519 -1.6098 1.0770  -0.66
11 C -1.5023 -2.1162 0.6952  0.87
12 C -0.3984 -1.1790 0.5069  1.34
13 O -0.6283 0.0456 0.6460  -0.22
14 C 0.8442 -1.7272 0.1430  0.12
15 C 0.9571 -3.0761 -0.0154  -0.29
16 N -0.0387 -3.9593 0.1539  0.19
17 C -1.3017 -3.4926 0.5262  -1.12
18 C 2.0482 -0.8630 -0.1266  -0.35
19 O 3.0552 -1.4145 -0.5630  -0.85
20 O 1.9359 0.3728 0.1512  -0.08
21 H 1.4410 -6.8182 -0.9774  0.43
22 H 2.3600 -5.4294 -0.4228  0.52
23 H 1.2869 -5.2699 -1.8189  0.38
24 H 0.4478 -5.7680 1.0772  0.12
25 H -0.8286 -7.1897 -0.4856  0.36
26 H -1.2841 -5.7627 -1.4185  0.33
27 H -1.9652 -6.3297 1.5046  0.32
28 H -3.1116 -6.3033 0.1751  0.44
29 H -4.4450 -4.5304 1.2418  0.49
30 H -2.8765 -0.5446 1.2369  0.29
31 H 1.9249 -3.4507 -0.3117  0.72
32 C 3.5352 2.6322 0.5541  -0.79
33 O 2.1725 2.6478 0.9410  -0.20
34 H 3.6598 3.3721 -0.2324  0.29
35 H 3.7903 1.6423 0.1856  0.11
36 H 4.1297 2.8912 1.4303  0.33
37 O 1.6328 4.7193 -1.3257  -0.60
38 Cl 1.9272 3.8806 -2.4749  1.64
39 O 0.8732 4.0321 -3.4509  -0.71
40 O 3.1892 4.2752 -3.0421  -0.74
41 O 1.9868 2.5057 -2.0414  -0.58
42 F 0.8745 1.4756 4.1154  -0.28
43 C 1.1565 0.8048 2.9547  0.35
44 F 2.5210 0.6018 3.0307  -0.28
45 F 0.6295 -0.4573 3.1642  -0.23
46 I -1.9507 2.0238 2.4491  -0.23
47 C -1.4091 3.5477 -0.9860  0.37
48 C -2.1710 3.7093 -2.1434  -0.82
49 C -2.1807 2.7033 -3.0854  -0.56
50 C -1.3913 1.5878 -2.8815  -1.08
51 C -0.6363 1.5331 -1.7296  -0.14
52 N -0.6602 2.4661 -0.7665  0.01
53 H -2.7179 4.6298 -2.2814  0.50
54 H -2.7676 2.8103 -3.9893  0.37
55 H -1.3141 0.7923 -3.6076  0.47
56 H 0.0571 0.7208 -1.5763  0.37
57 C 1.4553 6.9473 1.1175  -0.71
58 O 0.1956 6.4645 0.6269  -0.34
59 C -0.1530 5.2381 0.9703  0.85
60 S -1.7055 4.8652 0.1605  -0.28
61 S 0.5484 4.3284 2.1108  -0.25
62 H 1.5860 7.9173 0.6477  0.26
63 H 2.2394 6.2555 0.8131  0.28
64 H 1.4360 7.0381 2.2031  0.35



No. 3
The following is a DFT calculation (ωB97M-V with the def2-TZVPD basis set) of a cluster of 2 separate species, C4H10IP in total.

As for the net charge: 0. The calculation puts the energy above the lowest of the compared OMol25 structures with the same formula, charge and spin at 2.8 kcal/mol. For the total energy, the calculation gives -797.328618 Eh. The HOMO-LUMO gap (alpha / beta) comes out at 9.26 / 5.90 eV. The spin multiplicity is 3. The molar mass is 216.002 g mol⁻¹. The calculation puts the highest occupied orbital energy (alpha / beta) at -8.4 / -9.2 eV.

Last column: Mulliken charge in e.
Geometry (Å):
1 C 0.8372 -0.8993 -0.2690  -1.11
2 C -1.0450 -0.1280 1.3112  -1.72
3 C -1.3577 0.3612 -1.0591  -1.48
4 C -0.3407 0.1401 0.0366  0.88
5 P 0.4464 1.9814 0.2649  0.09
6 I 4.7731 -0.1398 -0.0840  0.03
7 H 1.4823 -0.3536 -0.9596  0.30
8 H 1.3442 -1.1550 0.7433  0.25
9 H 0.2786 -1.7729 -0.7175  0.32
10 H -1.5151 0.7237 1.6730  0.56
11 H -0.3148 -0.4181 2.0355  0.42
12 H -1.6077 -1.0285 1.0902  0.37
13 H -0.9643 0.9214 -1.8672  0.45
14 H -1.4837 -0.6392 -1.4993  0.36
15 H -2.2529 0.9352 -0.6358  0.34
16 H 1.7202 1.4714 -0.0633  -0.07



No. 4
The following is a DFT calculation (ωB97M-V with the def2-TZVPD basis set) of a cluster of 2 separate species, CH5OS in total.

As for the net charge: -1. The calculation puts the energy above the lowest of the compared OMol25 structures with the same formula, charge and spin at 2.5 kcal/mol. For the total energy, the calculation gives -514.552928 Eh. The HOMO-LUMO gap comes out at 6.85 eV. The spin multiplicity is 1. The molar mass is 65.117 g mol⁻¹. The calculation puts the highest occupied orbital energy at -2.4 eV.

Last column: Mulliken charge in e.
Geometry (Å):
1 C -0.9769 0.6543 1.0516  -0.68
2 S 0.3415 -0.6275 0.7334  -0.77
3 H -1.0244 0.8999 2.1095  0.22
4 H -0.6931 1.5168 0.4599  0.17
5 H -1.9237 0.2459 0.7090  0.18
6 H 0.5512 -0.1875 -1.3952  0.22
7 H 0.9446 1.0360 -2.2111  0.29
8 O 0.3150 0.2974 -2.2223  -0.63



No. 5
The following is a DFT calculation (ωB97M-V with the def2-TZVPD basis set) of a cluster of 2 separate species, C3H10NO2 in total.

As for the net charge: -1. The calculation puts the energy above the lowest of the compared OMol25 structures with the same formula, charge and spin at 8.2 kcal/mol. For the total energy, the calculation gives -325.541651 Eh. The HOMO-LUMO gap comes out at 7.66 eV. The spin multiplicity is 1. The molar mass is 92.118 g mol⁻¹. The calculation puts the highest occupied orbital energy at -3.3 eV.

Last column: Mulliken charge in e.
Geometry (Å):
1 C 0.9203 0.8984 -0.1160  -0.29
2 N -0.2854 0.8855 0.7020  -0.51
3 C -1.5245 0.9601 -0.1225  -0.48
4 O -1.7942 -0.1344 -0.8829  -0.83
5 C 1.8397 -0.3092 0.0738  -1.03
6 H 1.5467 1.7857 0.0944  0.27
7 H 0.6644 1.0109 -1.1804  0.27
8 H -0.3353 0.0067 1.2028  0.30
9 H -2.3285 1.1521 0.6241  0.27
10 H -1.4190 1.8893 -0.7263  0.35
11 H 1.3093 -1.2609 0.1296  0.32
12 H 2.5165 -0.4450 -0.7749  0.30
13 H 2.4276 -0.1742 0.9895  0.26
14 H -1.5600 -2.5654 0.5038  0.26
15 H -1.1014 -1.3474 -0.3776  0.31
16 O -0.8763 -2.3521 -0.1393  -0.76



No. 6
The following is a DFT calculation (ωB97M-V with the def2-TZVPD basis set) of a structure of composition C5H5NO.

As for the net charge: 0. The calculation puts the energy above the lowest of the compared OMol25 structures with the same formula, charge and spin at 117.7 kcal/mol. For the total energy, the calculation gives -323.332197 Eh. The HOMO-LUMO gap comes out at 10.30 eV. The spin multiplicity is 1. The molar mass is 95.101 g mol⁻¹. The calculation puts the highest occupied orbital energy at -9.8 eV.

Last column: Mulliken charge in e.
Geometry (Å):
1 N -0.6139 2.3434 -1.2010  -0.50
2 C -0.4786 1.9551 -0.1115  0.02
3 C 0.3305 0.9303 0.5775  0.36
4 O -0.0277 0.0065 1.5889  -0.39
5 C 0.3515 -1.0660 0.7291  -0.17
6 C -0.6165 -1.1754 -0.3706  -0.55
7 C 0.4168 -0.0777 -0.5448  -0.44
8 H 1.3123 1.3476 0.8415  0.30
9 H 0.9503 -1.8338 1.2161  0.41
10 H -0.3860 -2.0497 -0.9877  0.24
11 H -1.6834 -0.9950 -0.2401  0.23
12 H 0.4446 0.6147 -1.4974  0.48



Question: What is the formula in the fifth record?
Answer: C3H10NO2